No. 1
{"formula": "C21H42F5GaNO10S", "method": "ωB97M-V/def2-TZVPD", "total_charge": -1, "orbital_gap_ev": 7.6, "lumo_energy_ev": 2.054, "elements": ["O", "C", "F", "N", "C", "O", "F", "Ga", "S", "C", "C", "C", "O", "C", "C", "O", "C", "C", "F", "F", "F", "H", "H", "H", "H", "H", "H", "H", "H", "H", "H", "H", "H", "H", "H", "C", "O", "C", "C", "O", "C", "C", "O", "C", "H", "H", "H", "H", "H", "H", "H", "H", "H", "H", "H", "H", "H", "H", "C", "O", "C", "C", "O", "C", "C", "O", "C", "H", "H", "H", "H", "H", "H", "H", "H", "H", "H", "H", "H", "H", "H"], "coordinates": [[2.814, -1.321, -5.865], [2.490, -1.501, -4.556], [3.504, -0.938, -3.588], [1.214, -2.148, -4.067], [1.066, -2.101, -2.562], [-0.136, -1.680, -2.079], [2.076, -2.516, -1.561], [0.926, -3.920, -4.799], [-0.947, -3.745, -6.185], [0.666, -5.223, -3.214], [-0.111, -6.621, -3.582], [0.227, -7.232, -5.066], [-0.738, -8.362, -5.272], [2.454, -4.645, -5.985], [3.426, -5.762, -5.253], [4.867, -5.454, -5.454], [5.364, -4.713, -4.249], [5.936, -5.693, -3.066], [4.892, -6.219, -2.140], [6.911, -4.935, -2.200], [6.717, -6.872, -3.577], [-0.857, -2.411, -6.692], [-0.021, -4.666, -2.412], [1.686, -5.428, -2.657], [0.276, -7.431, -2.796], [-1.288, -6.558, -3.390], [0.035, -6.495, -5.960], [1.300, -7.751, -5.109], [-0.243, -9.212, -5.462], [3.139, -3.836, -6.480], [1.931, -5.224, -6.889], [3.269, -5.851, -4.094], [3.247, -6.850, -5.694], [6.305, -4.096, -4.650], [4.530, -3.953, -3.883], [0.063, -0.182, 2.071], [-0.931, 0.609, 1.441], [-1.528, -0.048, 0.324], [-3.003, 0.343, 0.190], [-3.853, -0.282, 1.161], [-3.741, 0.202, 2.506], [-4.290, 1.619, 2.698], [-3.362, 2.586, 2.206], [-3.999, 3.769, 1.751], [0.916, -0.325, 1.401], [0.399, 0.342, 2.970], [-0.348, -1.151, 2.376], [-1.449, -1.137, 0.417], [-0.983, 0.272, -0.571], [-3.358, -0.016, -0.782], [-3.141, 1.426, 0.186], [-2.718, 0.107, 2.873], [-4.352, -0.478, 3.110], [-4.436, 1.817, 3.764], [-5.257, 1.707, 2.178], [-4.740, 3.535, 0.980], [-3.238, 4.417, 1.304], [-4.470, 4.294, 2.586], [-2.702, 4.268, 5.524], [-1.416, 4.841, 5.350], [-0.885, 4.610, 4.046], [-0.028, 5.796, 3.592], [-0.795, 6.943, 3.203], [-1.425, 7.673, 4.266], [-0.440, 8.432, 5.159], [0.201, 7.538, 6.070], [1.501, 7.973, 6.436], [-2.639, 3.177, 5.488], [-3.082, 4.572, 6.503], [-3.397, 4.636, 4.760], [-1.685, 4.441, 3.317], [-0.262, 3.711, 4.103], [0.515, 5.491, 2.691], [0.728, 6.062, 4.332], [-2.089, 7.029, 4.843], [-2.064, 8.412, 3.769], [-0.978, 9.176, 5.755], [0.304, 8.944, 4.527], [2.124, 8.114, 5.548], [1.960, 7.195, 7.053], [1.444, 8.899, 7.012]]}

=====

No. 2
{"formula": "C6H6", "method": "ωB97M-V/def2-TZVPD", "e_above_lowest_kcal_mol": 132.66, "total_charge": 0, "orbital_gap_ev": 10.0, "lumo_energy_ev": 0.585, "elements": ["C", "C", "C", "C", "C", "C", "H", "H", "H", "H", "H", "H"], "coordinates": [[0.853, 0.593, -1.252], [0.298, -0.540, -0.439], [-0.332, -0.257, 0.835], [-0.419, 0.112, 2.096], [-1.301, -0.565, -0.151], [-1.772, -0.916, -1.279], [0.253, 1.495, -1.097], [1.877, 0.791, -0.918], [0.852, 0.344, -2.314], [0.724, -1.533, -0.561], [0.450, 0.329, 2.722], [-1.483, 0.147, 2.358]]}

=====

No. 3
{"formula": "C15H25BrHfN2O2S", "method": "ωB97M-V/def2-TZVPD", "total_charge": 4, "orbital_gap_ev": 2.6, "lumo_energy_ev": -19.334, "elements": ["C", "C", "C", "C", "C", "C", "C", "C", "N", "C", "S", "O", "O", "C", "Br", "C", "N", "C", "C", "C", "C", "H", "H", "H", "H", "H", "H", "H", "H", "H", "H", "H", "H", "H", "H", "H", "H", "H", "H", "H", "H", "H", "H", "H", "H", "H", "Hf"], "coordinates": [[-2.442, -2.523, 2.647], [-2.562, -2.227, 1.133], [-1.592, -3.110, 0.209], [-0.084, -2.990, 0.679], [0.840, -2.270, -0.350], [0.440, -0.809, -0.815], [1.449, 0.306, -0.317], [2.808, -0.122, -0.865], [3.927, -0.293, -1.017], [1.473, 0.231, 1.240], [3.120, -0.215, 1.859], [3.437, -1.585, 1.501], [4.090, 0.788, 1.511], [1.205, 1.739, -0.949], [1.975, 1.558, -2.779], [1.998, 2.831, -0.269], [2.504, 3.503, 0.492], [-0.228, 2.348, -1.028], [-1.014, 2.286, 0.290], [-1.119, 1.845, -2.234], [-1.148, 2.868, -3.436], [-3.308, -2.129, 3.212], [-2.338, -3.613, 2.789], [-1.547, -2.030, 3.073], [-2.401, -1.161, 0.905], [-3.598, -2.565, 0.846], [-1.647, -2.714, -0.820], [-1.914, -4.161, 0.169], [0.286, -4.055, 0.748], [0.071, -2.567, 1.684], [1.869, -2.349, 0.073], [0.800, -2.908, -1.255], [0.510, -0.799, -1.918], [-0.620, -0.608, -0.585], [1.197, 1.198, 1.699], [0.722, -0.477, 1.635], [3.034, -0.185, 3.247], [-0.086, 3.431, -1.225], [-1.950, 2.858, 0.140], [-1.293, 1.289, 0.662], [-0.395, 2.811, 1.137], [-0.809, 0.875, -2.634], [-2.154, 1.805, -1.842], [-0.699, 2.370, -4.314], [-2.174, 3.141, -3.721], [-0.521, 3.752, -3.237], [-0.114, 4.634, 2.031]]}

=====

No. 4
{"formula": "C38H62BN7P2SeSiY", "method": "ωB97M-V/def2-TZVPD", "total_charge": 1, "orbital_gap_ev": 5.4, "lumo_energy_ev": -4.377, "elements": ["Y", "C", "C", "C", "C", "P", "C", "N", "B", "N", "C", "P", "C", "C", "C", "C", "C", "C", "C", "C", "C", "C", "C", "C", "C", "C", "C", "C", "C", "C", "H", "H", "H", "H", "H", "H", "H", "H", "H", "H", "H", "H", "H", "H", "H", "H", "H", "H", "H", "H", "H", "H", "H", "H", "H", "H", "H", "H", "H", "H", "H", "H", "H", "H", "H", "H", "H", "H", "H", "H", "H", "H", "H", "H", "C", "C", "C", "C", "C", "C", "N", "N", "Si", "C", "C", "C", "H", "H", "H", "H", "H", "H", "H", "H", "H", "H", "H", "H", "H", "H", "H", "Se", "N", "C", "C", "C", "C", "N", "C", "N", "H", "H", "H"], "coordinates": [[-0.498, 0.764, 0.058], [3.639, -0.533, -3.289], [3.603, -0.739, -1.774], [5.049, -0.967, -1.317], [2.793, -2.014, -1.486], [2.678, 0.671, -0.910], [3.144, 0.430, 0.879], [2.325, -0.628, 1.413], [0.905, -0.793, 1.164], [0.598, -1.997, 1.896], [-0.694, -2.606, 2.074], [-1.976, -1.715, 1.059], [-3.406, -1.625, 2.273], [-4.624, -0.990, 1.600], [-3.828, -2.954, 2.909], [-2.907, -0.693, 3.389], [-2.299, -2.906, -0.351], [-0.940, -3.050, -1.051], [-2.814, -4.294, 0.035], [-3.275, -2.268, -1.339], [1.731, -2.507, 2.504], [1.907, -3.632, 3.289], [3.182, -3.902, 3.769], [4.249, -3.062, 3.476], [4.076, -1.926, 2.696], [2.809, -1.654, 2.209], [3.471, 2.316, -1.360], [4.992, 2.291, -1.518], [3.125, 3.335, -0.272], [2.810, 2.792, -2.660], [4.106, -1.409, -3.739], [4.235, 0.330, -3.575], [2.647, -0.437, -3.719], [5.363, -1.950, -1.670], [5.177, -0.975, -0.239], [5.734, -0.234, -1.741], [3.176, -2.816, -2.117], [1.734, -1.882, -1.713], [2.882, -2.331, -0.449], [2.974, 1.370, 1.417], [4.204, 0.198, 0.994], [-0.993, -2.564, 3.127], [-0.670, -3.669, 1.803], [-5.102, -1.678, 0.908], [-4.363, -0.084, 1.054], [-5.363, -0.733, 2.360], [-4.382, -3.580, 2.214], [-4.483, -2.752, 3.758], [-2.983, -3.528, 3.285], [-2.416, 0.199, 2.991], [-2.208, -1.193, 4.058], [-3.755, -0.367, 3.991], [-0.200, -3.555, -0.431], [-0.530, -2.075, -1.338], [-1.073, -3.630, -1.965], [-2.263, -4.747, 0.857], [-2.720, -4.960, -0.824], [-3.868, -4.265, 0.305], [-2.944, -1.273, -1.636], [-4.280, -2.194, -0.935], [-3.330, -2.887, -2.235], [1.080, -4.287, 3.525], [3.345, -4.776, 4.381], [5.230, -3.293, 3.864], [4.915, -1.277, 2.487], [5.487, 1.885, -0.635], [5.355, 3.310, -1.662], [5.305, 1.710, -2.382], [3.720, 3.196, 0.630], [2.068, 3.291, -0.005], [3.326, 4.340, -0.648], [2.953, 2.091, -3.479], [3.241, 3.747, -2.961], [1.733, 2.933, -2.527], [-3.609, 2.632, 1.989], [-3.749, 2.408, 0.513], [-4.859, 2.872, -0.167], [-4.926, 2.664, -1.543], [-3.903, 2.029, -2.199], [-2.788, 1.568, -1.460], [-2.761, 1.756, -0.112], [-1.701, 0.949, -1.972], [-1.552, 0.641, -3.681], [0.130, -0.135, -3.910], [-1.602, 2.270, -4.645], [-2.873, -0.525, -4.355], [-3.866, 3.659, 2.246], [-2.590, 2.433, 2.319], [-4.281, 1.979, 2.546], [-5.645, 3.388, 0.361], [-5.783, 3.017, -2.101], [-3.939, 1.888, -3.265], [0.889, 0.525, -3.486], [0.352, -0.266, -4.965], [0.216, -1.108, -3.430], [-1.452, 3.126, -3.989], [-2.547, 2.419, -5.164], [-0.820, 2.296, -5.401], [-2.584, -1.566, -4.225], [-3.013, -0.359, -5.421], [-3.840, -0.393, -3.875], [-0.375, 5.111, 0.409], [0.559, 5.521, 1.858], [0.795, 4.408, 2.530], [1.553, 4.250, 3.729], [1.719, 2.985, 4.198], [1.134, 1.867, 3.520], [0.401, 1.969, 2.445], [0.249, 3.229, 1.941], [-0.400, 3.379, 0.799], [1.982, 5.113, 4.218], [2.293, 2.792, 5.091], [1.295, 0.867, 3.904]]}

=====

No. 5
{"formula": "C21H31N5O2S2", "method": "ωB97M-V/def2-TZVPD", "e_above_lowest_kcal_mol": 208.75, "total_charge": 0, "orbital_gap_ev": 8.2, "lumo_energy_ev": 0.261, "elements": ["C", "C", "C", "C", "C", "C", "C", "H", "H", "S", "O", "O", "N", "C", "C", "H", "H", "C", "C", "N", "N", "C", "N", "C", "H", "H", "H", "S", "C", "C", "N", "C", "C", "H", "C", "H", "H", "C", "H", "H", "H", "H", "H", "H", "H", "H", "H", "C", "C", "H", "H", "H", "H", "H", "H", "H", "H", "H", "H", "H", "H"], "coordinates": [[5.120, -4.272, -6.485], [4.599, -3.536, -5.225], [3.550, -4.141, -4.397], [3.305, -3.431, -3.316], [3.940, -2.168, -3.102], [5.120, -1.736, -3.760], [5.571, -2.340, -4.887], [6.081, -2.075, -5.635], [5.497, -0.956, -3.505], [3.575, -1.419, -1.439], [2.575, -2.421, -0.721], [4.773, -1.320, -0.808], [2.992, 0.152, -2.195], [3.101, 1.021, -1.067], [1.954, 0.974, -0.168], [2.374, 0.089, 0.557], [2.113, 2.004, 0.615], [0.739, 0.938, -0.704], [-0.588, 0.667, 0.321], [-1.372, 1.505, 0.429], [-2.313, 1.112, 1.224], [-1.590, -0.063, 1.904], [-0.566, -0.365, 1.280], [0.399, -1.432, 1.676], [0.699, -1.859, 0.625], [0.792, -1.111, 2.488], [-0.365, -2.038, 1.794], [-2.501, -1.041, 3.171], [-3.816, 0.041, 3.412], [-3.668, 1.374, 4.215], [-5.002, 1.945, 4.314], [-4.929, 3.107, 5.185], [-6.064, 3.978, 4.989], [-5.952, 5.097, 5.327], [-5.913, 4.084, 3.381], [-6.953, 4.097, 3.059], [-5.359, 4.771, 3.000], [-5.278, 2.631, 3.268], [-6.261, 1.951, 2.724], [-4.564, 2.507, 2.329], [-6.911, 3.643, 5.396], [-4.708, 2.578, 6.420], [-3.830, 3.682, 5.192], [-3.231, 1.194, 5.096], [-2.925, 1.806, 3.516], [-4.475, 0.347, 2.471], [-4.622, -0.498, 3.997], [0.557, -0.039, -1.711], [1.658, -0.193, -2.776], [1.771, 0.681, -3.388], [1.748, -1.023, -3.403], [0.584, -1.236, -1.300], [-0.561, -0.160, -2.264], [0.485, 1.959, -1.140], [3.010, 2.136, -1.568], [4.193, 1.005, -0.474], [2.563, -3.820, -2.759], [3.275, -5.044, -4.804], [4.262, -5.000, -6.883], [6.059, -4.844, -6.096], [5.283, -3.497, -7.395]]}

=====

No. 6
{"formula": "C20H29NO2", "method": "ωB97M-V/def2-TZVPD", "e_above_lowest_kcal_mol": 59.12, "total_charge": 0, "orbital_gap_ev": 8.9, "smiles": "CCN(CC#CC[C@@](O)(c1ccccc1)C1CCCC1)CCO", "lumo_energy_ev": 0.707, "elements": ["C", "C", "N", "C", "C", "C", "C", "C", "O", "C", "C", "C", "C", "C", "C", "C", "C", "C", "C", "C", "C", "C", "O", "H", "H", "H", "H", "H", "H", "H", "H", "H", "H", "H", "H", "H", "H", "H", "H", "H", "H", "H", "H", "H", "H", "H", "H", "H", "H", "H", "H", "H"], "coordinates": [[-2.701, -1.525, 0.182], [-4.015, -0.863, -0.240], [-3.953, 0.518, -0.657], [-3.099, 0.811, -1.788], [-1.668, 0.905, -1.510], [-0.501, 1.016, -1.253], [0.897, 1.183, -0.909], [1.281, 0.359, 0.342], [0.698, 0.951, 1.489], [0.869, -1.101, 0.218], [0.750, -1.760, -0.999], [0.423, -3.105, -1.040], [0.207, -3.811, 0.129], [0.317, -3.161, 1.346], [0.647, -1.820, 1.387], [2.807, 0.387, 0.624], [3.380, 1.811, 0.767], [4.277, 2.016, -0.451], [4.865, 0.626, -0.671], [3.670, -0.303, -0.449], [-4.117, 1.561, 0.320], [-2.875, 2.081, 1.075], [-2.244, 1.118, 1.889], [-2.211, -0.956, 0.966], [-2.896, -2.530, 0.548], [-2.017, -1.593, -0.660], [-4.435, -1.432, -1.081], [-4.734, -0.922, 0.583], [-3.430, 1.769, -2.214], [-3.265, 0.029, -2.537], [1.520, 0.909, -1.762], [1.074, 2.239, -0.686], [-0.268, 0.915, 1.423], [0.896, -1.237, -1.931], [0.334, -3.602, -1.996], [-0.047, -4.860, 0.092], [0.148, -3.701, 2.267], [0.732, -1.309, 2.335], [2.917, -0.135, 1.578], [3.985, 1.864, 1.673], [2.596, 2.559, 0.858], [3.687, 2.313, -1.320], [5.041, 2.774, -0.282], [5.307, 0.502, -1.659], [5.635, 0.432, 0.076], [3.976, -1.301, -0.136], [3.116, -0.414, -1.381], [-4.853, 1.212, 1.052], [-4.547, 2.431, -0.195], [-3.185, 2.944, 1.682], [-2.115, 2.407, 0.365], [-2.876, 0.798, 2.543]]}

=====

No. 7
{"formula": "Cl2H2O2P2", "method": "ωB97M-V/def2-TZVPD", "e_above_lowest_kcal_mol": 11.81, "total_charge": 0, "orbital_gap_ev": 10.7, "smiles": "O=[PH2]OP(Cl)Cl", "lumo_energy_ev": 0.750, "elements": ["O", "P", "O", "P", "Cl", "Cl", "H", "H"], "coordinates": [[1.293, 1.596, 0.193], [1.310, 0.123, 0.210], [-0.217, -0.578, 0.212], [-1.740, -0.009, 0.348], [-2.599, -1.451, -0.625], [-1.663, 1.330, -1.110], [1.705, -0.802, -0.682], [1.910, -0.209, 1.454]]}

=====

No. 8
{"formula": "C33H39BN4O2P2Pt", "method": "ωB97M-V/def2-TZVPD", "multiplicity": 3, "e_above_lowest_kcal_mol": 89.95, "total_charge": 0, "s2": 2.008, "orbital_gap_ev": [5.7, 5.9], "lumo_energy_ev": [-0.898, -2.352], "elements": ["Pt", "C", "C", "C", "C", "C", "C", "C", "C", "C", "H", "H", "H", "H", "H", "H", "H", "H", "H", "H", "H", "H", "H", "H", "H", "P", "P", "N", "N", "N", "N", "C", "C", "C", "C", "C", "C", "C", "C", "C", "C", "C", "C", "C", "C", "C", "C", "C", "C", "H", "H", "H", "H", "H", "H", "H", "H", "H", "H", "H", "H", "H", "H", "H", "H", "H", "H", "H", "H", "O", "B", "O", "C", "C", "C", "C", "C", "C", "H", "H", "H", "H"], "coordinates": [[2.335, -1.107, 2.521], [1.650, -3.332, -1.562], [1.869, -2.028, -1.308], [0.879, -0.911, -1.486], [-0.178, -0.429, -0.426], [-1.006, -1.312, 0.463], [-1.221, -2.618, 0.235], [-0.980, -3.274, -1.119], [0.347, -4.022, -1.333], [1.019, -2.180, 3.550], [2.487, -4.036, -1.646], [2.661, -1.830, -0.564], [0.291, -1.091, -2.387], [1.514, -0.023, -1.645], [0.200, 0.420, 0.168], [-0.944, 0.012, -1.073], [-1.038, -0.949, 1.527], [-1.672, -3.219, 1.046], [-1.155, -2.588, -1.945], [-1.741, -4.070, -1.160], [0.471, -4.748, -0.523], [0.196, -4.675, -2.197], [1.132, -3.285, 3.555], [-0.032, -1.908, 3.708], [1.664, -1.774, 4.398], [-1.832, 1.728, 1.264], [0.626, 2.405, -1.592], [-3.577, 1.216, 1.183], [-2.162, 3.050, 2.354], [-0.373, 2.275, -3.108], [1.627, 3.682, -2.210], [-1.905, 2.693, -0.345], [-0.567, 3.421, -0.591], [-4.121, 0.346, 2.140], [-5.480, 0.136, 1.828], [-5.776, 0.974, 0.696], [-4.617, 1.642, 0.352], [-1.793, 2.992, 3.700], [-2.082, 4.211, 4.299], [-2.666, 5.046, 3.291], [-2.680, 4.325, 2.124], [-0.311, 1.185, -3.971], [-1.339, 1.299, -4.900], [-2.062, 2.503, -4.604], [-1.457, 3.088, -3.510], [1.560, 4.534, -3.335], [2.475, 5.570, -3.138], [3.125, 5.345, -1.867], [2.606, 4.192, -1.321], [-2.723, 3.421, -0.361], [-2.151, 1.996, -1.155], [-0.723, 4.350, -1.181], [-0.078, 3.717, 0.351], [-3.495, -0.078, 2.903], [-6.150, -0.529, 2.358], [-6.737, 1.079, 0.211], [-4.422, 2.356, -0.452], [-1.222, 2.144, 4.057], [-1.882, 4.487, 5.320], [-3.019, 6.055, 3.406], [-2.864, 4.672, 1.106], [0.454, 0.420, -3.882], [-1.598, 0.587, -5.681], [-2.935, 2.887, -5.102], [-1.699, 3.986, -2.950], [0.921, 4.293, -4.182], [2.660, 6.376, -3.835], [3.894, 5.967, -1.424], [2.846, 3.651, -0.411], [3.885, -3.537, 2.518], [2.649, -3.121, 1.911], [2.207, -4.317, 1.158], [3.203, -5.279, 1.245], [3.390, -6.592, 0.779], [4.582, -7.274, 1.095], [5.551, -6.721, 1.928], [5.333, -5.454, 2.450], [4.201, -4.759, 2.072], [2.657, -7.134, 0.187], [4.804, -8.280, 0.706], [6.464, -7.257, 2.198], [6.031, -4.991, 3.124]]}

=====

Across the entries above, F_max takes the values 9.70 1.22 4.35 2.21 16.98 0.65 3.83 3.45 eV/Å, respectively.